Entry 1:
Formula: C5H8O2
Source: the Open Molecules 2025 dataset
Level of theory: ωB97M-V/def2-TZVPD

The calculation puts the total energy at -9406.627 eV. The LUMO energy is 0.905 eV. For the relative energy (zero: lowest compared OMol25 entry of this formula, charge and spin), the calculation gives 309.2 kJ/mol.

Structure (XYZ):
```
15
Properties=species:S:1:pos:R:3:forces:R:3
C 1.529429 0.658311 -0.323285 -0.002 0.002 0.013
C 0.369639 -0.025207 0.368807 -0.086 0.052 -0.438
O 0.675120 -0.385098 1.703104 0.059 -0.510 -0.175
C -1.022156 0.679022 0.454723 -0.098 0.173 0.223
C -1.644704 -0.489470 -0.298329 -0.814 0.308 0.165
O -1.090198 -0.356828 -1.569382 -0.114 0.952 -0.040
C -0.351260 -1.122989 -0.493424 -0.227 0.673 -1.263
H 1.237926 0.915661 -1.345668 0.100 0.022 0.143
H 1.836442 1.561202 0.214422 -0.093 -0.114 -0.076
H 2.388855 -0.024888 -0.365456 -0.130 0.123 -0.015
H 1.412994 -1.007039 1.718489 -0.011 0.083 -0.090
H -1.354364 0.807332 1.482606 0.198 -0.013 0.042
H -1.112303 1.608916 -0.113624 -0.020 -0.137 0.178
H -2.623012 -0.936097 -0.182782 -0.063 0.093 -0.043
H -0.252403 -1.882830 -1.250201 1.300 -1.707 1.374
```
Positions in Å, forces in eV/Å.


Entry 2:
Formula: C6H13NOSi
Source: the Open Molecules 2025 dataset
Level of theory: ωB97M-V/def2-TZVPD

The calculation puts the total energy at -17843.654 eV. The LUMO energy is 0.892 eV. For the relative energy (zero: lowest compared OMol25 entry of this formula, charge and spin), the calculation gives 621.6 kJ/mol.

Structure (XYZ):
```
22
Properties=species:S:1:pos:R:3:forces:R:3
C 1.582703 -2.104468 -0.562562 1.357 -2.022 0.646
C 0.425064 -1.611766 -0.240682 -5.313 2.933 -1.327
C -1.692402 2.196134 0.616698 -1.872 2.228 0.674
C -0.382716 2.908385 0.785152 -0.693 -1.203 -2.377
C -1.657386 0.711364 0.458281 -0.535 0.032 -2.668
C 1.972137 -3.449961 0.014934 -0.397 -3.320 -1.145
N 0.706464 1.490037 -0.672129 0.697 -0.044 -0.417
O 0.208798 2.830058 -0.520488 0.959 0.267 -0.036
Si -0.548723 0.320825 -1.008372 2.186 -1.867 3.376
H 2.435063 -1.609785 -1.028715 -0.625 0.356 -0.302
H -0.498066 -2.134820 0.303144 2.592 0.615 -1.064
H -2.271622 2.501667 1.572830 0.086 -0.411 -1.737
H -2.069893 2.705377 -0.399250 -0.021 -1.053 2.459
H -0.581693 3.922108 0.995275 0.120 1.289 0.187
H 0.233929 2.441470 1.488139 1.192 -0.532 1.228
H -1.267376 0.132263 1.222628 0.809 -0.707 2.024
H -2.647392 0.333048 0.248542 -0.502 -0.108 0.059
H 2.604224 -3.258518 0.867400 0.538 -0.346 0.230
H 2.471523 -4.299820 -0.713700 -0.714 2.652 1.468
H 1.089723 -4.084481 0.375127 0.872 1.347 -0.265
H 1.519857 1.537241 -1.284660 -0.228 0.241 0.333
H -1.232551 0.596075 -2.220923 -0.507 -0.347 -1.344
```
Positions in Å, forces in eV/Å.


Highest occupied orbital energy (computed, Ha): -0.35825; -0.32424